No. 1
The following is a quantum chemistry calculation of C11H16N4OS5 in the gas phase, from the OMol25 dataset.

Each line ends with the natural charge from an NBO analysis.
Cartesian coordinates (Å):
S -1.31356 -1.23858 1.78907  -0.266
N 0.66194 -0.03817 -4.02430  -0.462
O -0.23177 1.15421 -0.49800  -0.512
S -2.44556 2.15419 0.52247  0.001
S -3.53691 2.43429 -2.47530  -0.011
S -2.28949 1.75547 -5.64188  0.211
S 2.22482 0.42833 -1.27993  -0.060
C 0.26348 -1.32739 1.35638  0.302
C -0.11598 0.31028 -5.01320  0.181
C -1.45340 1.64416 -0.81515  0.175
C -1.91636 1.74607 -2.11321  -0.279
C -1.09590 1.19111 -3.19367  0.067
C 0.02261 0.50943 -2.90032  0.049
N -1.13236 1.10998 -4.57086  -0.463
N 0.63316 -1.67488 0.05281  -0.610
N 1.26203 -1.12527 2.30014  -0.611
C 2.34672 -0.19487 4.26005  -0.617
C 0.61965 -1.91523 4.52664  -0.624
C 0.38277 0.24355 -1.45440  0.167
C -0.09786 -1.17052 -1.10127  -0.268
C 1.01529 -0.72010 3.69147  -0.045
H -2.16400 1.06557 1.31926  0.189
H -3.86108 2.80222 -1.20868  0.166
H -2.78919 2.70549 -4.82618  0.144
H 2.44905 0.36069 -2.61201  0.175
H 0.07359 0.05649 -6.04520  0.217
H 1.60532 -1.74023 -0.09917  0.391
H 2.20142 -0.97454 1.90792  0.394
H 2.74250 0.55558 3.58105  0.208
H 3.06610 -1.03683 4.42675  0.207
H 2.23599 0.30490 5.21113  0.223
H 1.34681 -2.71219 4.49416  0.208
H 0.43972 -1.56439 5.56442  0.211
H -0.33674 -2.29447 4.08938  0.237
H 0.12097 -1.75528 -1.99985  0.226
H -1.18489 -1.14483 -0.94412  0.255
H 0.25112 0.09573 3.72358  0.220

Output
- structure (SMILES) = CC(C)NC(=S)NC[C@]1(S)OC(S)=C(S)c2c1ncn2S


No. 2
The following is a quantum chemistry calculation of a 2-piece molecular cluster, C5H11NO3 overall, from the OMol25 dataset.

Each line ends with the natural charge from an NBO analysis.
Cartesian coordinates (Å):
O 1.52476 -0.88490 -2.22745  -0.600
C 1.70814 -0.06790 -1.36793  0.805
O 2.20279 1.15594 -1.62447  -0.677
C 1.37965 -0.22925 0.09854  -0.149
C -0.12137 -0.02675 0.28365  -0.469
C -0.53968 -0.00793 1.72352  -0.181
C -1.79450 -0.14505 2.12293  -0.388
N 1.87709 -1.53863 0.51864  -0.828
H 2.39117 1.21250 -2.55989  0.492
H 1.93086 0.51396 0.67473  0.206
H -0.65899 -0.80004 -0.26571  0.223
H -0.46639 0.90181 -0.17598  0.247
H 0.24936 0.16668 2.44569  0.193
H -2.63081 -0.29545 1.45094  0.196
H -2.08617 -0.08243 3.16576  0.196
H 1.59952 -2.24817 -0.15419  0.371
H 1.50033 -1.79808 1.42026  0.361
H -2.68484 0.88482 -2.44327  0.474
H -2.93692 2.03853 -1.49545  0.469
O -2.44402 1.25033 -1.59032  -0.939

Output
- structure (SMILES) = C=CC[C@@H](N)C(=O)O.O
- energy above the lowest of the compared OMol25 structures with the same formula, charge and spin (eV) = 1.140


No. 3
The following is a quantum chemistry calculation of C6H9N3O2 in the gas phase, from the OMol25 dataset.

Each line ends with the natural charge from an NBO analysis.
Cartesian coordinates (Å):
C -1.33254 2.01781 0.35110  -0.413
C -0.45688 1.99287 -0.77783  -0.108
C -1.24896 0.95640 1.26774  0.147
C 0.38499 1.02113 -1.11733  -0.050
C 0.42998 -0.27310 -0.11931  0.275
C 0.07969 -1.65502 -0.84011  -0.639
N -0.59574 -0.16707 0.95414  -0.548
N 1.73241 -0.23708 0.53677  -0.838
N 1.22272 0.91772 -2.23986  0.489
O 1.39635 1.90525 -2.98273  -0.398
O 1.84025 -0.16195 -2.40795  -0.424
H -1.86906 2.91263 0.60889  0.231
H -0.41199 2.97339 -1.41540  0.246
H -1.65895 1.00305 2.19003  0.201
H 0.35941 -2.47250 -0.07005  0.200
H 0.69691 -2.04560 -1.65534  0.251
H -0.95402 -1.79454 -1.15261  0.226
H -0.57846 -0.95447 1.55610  0.407
H 2.11104 0.69914 0.31443  0.367
H 2.41357 -0.83979 0.11417  0.378

Output
- structure (SMILES) = C[C@]1(N)NC=CC=C1[N+](=O)[O-]
- energy above the lowest of the compared OMol25 structures with the same formula, charge and spin (eV) = 5.344


What did we get for F_max? Answer: 2.31 1.55 4.64 eV/A, in the order shown.
What did we get for LUMO? Answer: 0.46 0.56 -0.65 eV, in the order shown.